A:
Density functional theory data (ωB97M-V/def2-TZVPD) for C3H5N3 in the gas phase.

spin multiplicity: 1
highest occupied orbital energy: -8.040 eV
gap between HOMO and LUMO: 8.399 eV
structure (SMILES): [H]/N=C/N=C=CN
total charge: 0

Positions of all 11 atoms, in Å:
H: -2.8116 -1.5988 0.1506
N: -2.0340 -0.9490 0.1759
C: -2.3082 0.2730 0.0576
N: -1.3301 1.2510 0.0879
C: -0.1524 0.9138 -0.0566
C: 0.9855 0.3607 -0.3619
N: 2.0250 -0.0129 0.4963
H: -3.3185 0.6906 -0.0505
H: 1.2622 0.4066 -1.4100
H: 1.8144 0.1652 1.4686
H: 2.9209 0.3815 0.2262

B:
Density functional theory data (ωB97M-V/def2-TZVPD) for C3H5N3 in the gas phase.

spin multiplicity: 1
highest occupied orbital energy: -9.813 eV
gap between HOMO and LUMO: 10.584 eV
structure (SMILES): Cc1cnn[nH]1
total charge: 0

Positions of all 11 atoms, in Å:
C: 0.5596 -0.3389 -1.3804
C: 0.0485 -0.0617 -0.0539
C: 0.2780 -0.5658 1.1194
N: -0.4458 0.0393 2.1557
N: -1.2180 0.9066 1.5694
N: -0.9247 0.8020 0.2738
H: 1.3120 -1.1254 -1.3737
H: -0.2202 -0.6664 -2.0712
H: 1.0276 0.5352 -1.8376
H: 0.9701 -0.8340 1.9936
H: -1.4680 1.3433 -0.3804

C:
Density functional theory data (ωB97M-V/def2-TZVPD) for C3H5N3 in the gas phase.

spin multiplicity: 1
highest occupied orbital energy: -10.007 eV
gap between HOMO and LUMO: 10.673 eV
structure (SMILES): C/N=C(\N)C#N
total charge: 0

Positions of all 11 atoms, in Å:
C: -1.2911 0.0709 1.0773
N: -0.9698 0.2853 -0.3192
C: 0.2461 0.1287 -0.6576
N: 1.3226 -0.2152 0.1373
C: 0.6047 0.3738 -2.0509
N: 0.9372 0.5420 -3.1452
H: -2.2645 0.5167 1.2902
H: -1.3645 -1.0023 1.3058
H: -0.5493 0.5176 1.7567
H: 1.1337 -0.8038 0.9344
H: 2.1950 -0.4136 -0.3289

D:
Density functional theory data (ωB97M-V/def2-TZVPD) for C3H5N3 in the gas phase.

spin multiplicity: 1
highest occupied orbital energy: -8.689 eV
gap between HOMO and LUMO: 8.418 eV
total charge: 0

Positions of all 11 atoms, in Å:
C: -1.6395 -0.3702 -0.0966
N: -0.2443 0.0716 -0.0175
C: 1.4790 1.7069 0.1151
N: 2.3841 0.9588 0.1648
N: 2.0124 -0.7562 0.1033
C: 0.7063 -0.8021 0.0247
H: -1.8077 -1.1531 -0.8522
H: -2.2718 0.4794 -0.3749
H: -2.0181 -0.7508 0.8640
H: 0.7864 2.5247 0.0766
H: 0.6131 -1.9090 -0.0072

Which of them is the most stable? Correct choice: C.

A:
Density functional theory data (ωB97M-V/def2-TZVPD) for C3H5N3 in the gas phase.

spin multiplicity: 1
highest occupied orbital energy: -8.738 eV
gap between HOMO and LUMO: 9.306 eV
total charge: 0

Positions of all 11 atoms, in Å:
C: 0.7851 1.4809 -0.2800
N: 0.0884 0.2347 0.0330
N: 0.7022 -0.7576 0.6059
C: -0.1155 -1.8064 0.5416
C: -1.2967 -1.5581 -0.2016
N: -1.1171 -0.2538 -0.5626
H: 1.2343 1.8604 0.6441
H: 0.0458 2.1951 -0.6424
H: 1.5756 1.3613 -1.0332
H: 0.1112 -2.7233 1.0599
H: -2.0121 0.0668 -0.1910

B:
Density functional theory data (ωB97M-V/def2-TZVPD) for C3H5N3 as an isolated structure.

spin multiplicity: 1
highest occupied orbital energy: -9.374 eV
gap between HOMO and LUMO: 10.504 eV
total charge: 0

Positions of all 11 atoms, in Å:
C: 0.4174 -1.6189 0.4754
C: 0.3118 -0.2696 -0.1020
N: -0.3928 0.4249 0.7975
N: -0.9002 1.4497 0.1620
N: -0.4022 1.6131 -1.0522
C: 0.3709 0.5494 -1.2456
H: -0.2496 -0.9078 1.4581
H: -0.4382 -2.2341 0.1938
H: 1.3454 -2.1987 0.2371
H: -1.2705 2.2197 0.6952
H: 0.8935 0.4247 -2.1828

Which of them is the most stable? Correct choice: B.